No. 1
Below is a structure of composition C43H43AsClN4OP2S2TeY, with properties calculated with the ωB97M-V functional and the def2-TZVPD basis.

Geometry as ORCA input:
```
! wB97M-V def2-TZVPD RIJCOSX def2/J DEFGRID3
* xyz 0 1
Y -1.04 1.33 0.15
S -1.78 2.66 -2.31
C -2.33 1.08 -2.51
N -2.21 0.15 -1.58
C -2.78 -1.06 -1.93
C -2.79 -2.20 -1.14
C -3.37 -3.35 -1.64
C -3.94 -3.37 -2.92
C -3.93 -2.23 -3.71
C -3.35 -1.08 -3.21
S -3.14 0.48 -3.96
H -2.32 -2.19 -0.16
H -3.37 -4.26 -1.05
H -4.38 -4.28 -3.30
H -4.36 -2.26 -4.71
Te 3.12 2.49 0.17
C 5.04 2.05 -0.57
C 5.54 0.75 -0.60
C 6.80 0.53 -1.13
N 7.59 1.49 -1.62
C 7.10 2.73 -1.58
C 5.85 3.06 -1.07
C 2.38 0.52 0.09
P 1.29 0.16 1.47
C 1.98 0.91 2.99
C 3.32 0.74 3.34
C 3.81 1.31 4.50
C 2.98 2.07 5.32
C 1.65 2.25 4.97
C 1.16 1.68 3.81
C 1.46 -1.63 1.87
C 0.32 -2.35 2.21
C 0.39 -3.70 2.52
C 1.62 -4.35 2.48
C 2.76 -3.64 2.12
C 2.68 -2.30 1.81
P 1.28 0.39 -1.36
C 1.18 -1.36 -1.88
C 1.90 -2.39 -1.29
C 1.75 -3.70 -1.72
C 0.89 -4.00 -2.77
C 0.18 -2.97 -3.39
C 0.32 -1.67 -2.94
C 2.24 1.04 -2.76
C 1.76 2.08 -3.56
C 2.53 2.56 -4.61
C 3.78 2.03 -4.86
C 4.27 0.99 -4.07
C 3.49 0.49 -3.04
H 4.93 -0.07 -0.25
H 7.20 -0.48 -1.16
H 7.74 3.50 -1.98
H 5.52 4.09 -1.10
H 3.98 0.18 2.70
H 4.86 1.18 4.76
H 3.37 2.52 6.22
H 1.01 2.86 5.59
H 0.13 1.86 3.50
H -0.64 -1.83 2.22
H -0.50 -4.25 2.78
H 1.68 -5.40 2.71
H 3.72 -4.15 2.08
H 3.56 -1.76 1.48
H 2.59 -2.15 -0.49
H 2.31 -4.49 -1.24
H 0.76 -5.02 -3.10
H -0.49 -3.19 -4.21
H -0.22 -0.87 -3.44
H 0.79 2.51 -3.34
H 2.15 3.37 -5.22
H 4.38 2.42 -5.67
H 5.25 0.58 -4.26
H 3.87 -0.31 -2.42
Cl -0.70 3.56 1.31
C -7.19 2.28 0.27
N -6.06 1.95 -0.59
C -6.32 1.41 -1.92
C -4.84 1.96 -0.12
N -3.74 1.94 0.24
H -7.83 1.41 0.42
H -7.78 3.08 -0.19
H -6.83 2.62 1.23
H -6.83 0.45 -1.86
H -5.38 1.28 -2.44
H -6.93 2.12 -2.48
C -2.18 -0.21 4.64
As -3.05 0.45 3.07
C -3.42 2.31 3.38
C -4.70 -0.49 2.82
O -2.04 0.13 1.78
H -2.77 0.00 5.53
H -1.21 0.28 4.72
H -2.02 -1.28 4.54
H -3.54 2.46 4.45
H -4.32 2.61 2.84
H -2.58 2.90 3.00
H -5.42 -0.20 3.59
H -4.51 -1.56 2.88
H -5.08 -0.24 1.83
*
```

Energy relative to the best compared isomer or geometry (same formula, charge and spin) = 1.055 eV
E_HOMO = -6.233 eV
Max |F| = 0.59 eV/Å
HOMO-LUMO gap = 0.22428 hartree


No. 2
Below is a structure of composition C43H43HfN8O2P2S2, with properties calculated with the ωB97M-V functional and the def2-TZVPD basis.

Geometry as ORCA input:
```
! wB97M-V def2-TZVPD RIJCOSX def2/J DEFGRID3
* xyz 3 1
Hf -1.38 -0.40 1.15
O -4.32 0.32 1.94
C -3.87 -0.80 1.76
N -3.31 -1.31 0.61
C -3.76 -0.77 -0.62
O -4.13 -1.46 -1.53
C -3.60 0.71 -0.75
C -4.45 1.50 -1.51
C -4.23 2.86 -1.53
C -3.14 3.38 -0.83
C -2.31 2.52 -0.15
N -2.54 1.19 -0.08
C -3.52 -1.67 2.93
C -4.36 -2.27 3.84
C -3.77 -3.05 4.83
C -2.39 -3.17 4.87
C -1.62 -2.50 3.93
N -2.18 -1.75 2.97
H -5.26 1.03 -2.05
H -4.89 3.52 -2.08
H -2.92 4.44 -0.84
H -1.41 2.89 0.31
H -5.43 -2.15 3.76
H -4.38 -3.56 5.56
H -1.90 -3.77 5.62
H -0.54 -2.56 3.94
C -1.24 3.54 4.99
C -0.30 2.43 4.69
N 0.81 2.16 5.28
N 1.31 1.07 4.66
C 0.55 0.62 3.67
S 0.79 -0.71 2.65
N -0.50 1.48 3.67
N -1.53 1.42 2.72
H -0.85 4.09 5.84
H -2.23 3.16 5.25
H -1.33 4.22 4.15
H 2.20 0.69 4.96
H -2.43 1.29 3.18
H -1.56 2.31 2.24
C 5.55 1.31 -4.70
S 3.98 1.38 -3.82
C 3.31 -0.25 -4.25
C 2.05 -0.51 -3.43
C 2.38 -0.67 -1.95
N 1.22 -0.52 -1.04
P -0.02 -1.63 -0.82
C -0.54 -2.41 -2.34
C -0.03 -3.66 -2.70
C -0.38 -4.22 -3.92
C -1.24 -3.55 -4.77
C -1.76 -2.31 -4.41
C -1.42 -1.74 -3.20
C 0.49 -2.97 0.29
C 1.79 -3.07 0.80
C 2.11 -4.09 1.68
C 1.13 -5.01 2.06
C -0.16 -4.90 1.57
C -0.49 -3.88 0.69
P 0.76 0.94 -0.28
C 2.08 1.58 0.77
C 3.24 0.88 1.08
C 4.16 1.42 1.98
C 3.91 2.65 2.58
C 2.75 3.35 2.27
C 1.84 2.82 1.37
C 0.60 2.15 -1.61
C -0.44 1.99 -2.53
C -0.53 2.81 -3.64
C 0.41 3.82 -3.84
C 1.45 3.98 -2.93
C 1.54 3.15 -1.82
H 6.06 2.25 -4.51
H 5.38 1.21 -5.78
H 6.16 0.49 -4.34
H 4.07 -1.02 -4.05
H 3.07 -0.30 -5.31
H 1.54 -1.40 -3.81
H 1.36 0.34 -3.56
H 3.11 0.09 -1.67
H 2.84 -1.64 -1.76
H 0.64 -4.19 -2.03
H 0.02 -5.19 -4.19
H -1.52 -3.99 -5.72
H -2.45 -1.80 -5.08
H -1.84 -0.78 -2.92
H 2.55 -2.35 0.50
H 3.12 -4.19 2.05
H 1.39 -5.81 2.73
H -0.92 -5.62 1.85
H -1.49 -3.82 0.27
H 3.44 -0.09 0.64
H 5.06 0.87 2.21
H 4.63 3.07 3.26
H 2.57 4.32 2.71
H 0.96 3.40 1.10
H -1.18 1.21 -2.40
H -1.33 2.67 -4.36
H 0.35 4.45 -4.71
H 2.20 4.75 -3.10
H 2.38 3.28 -1.15
*
```

Energy relative to the best compared isomer or geometry (same formula, charge and spin) = 0.753 eV
E_HOMO = -14.233 eV
Max |F| = 0.79 eV/Å
HOMO-LUMO gap = 0.19398 hartree


No. 3
Below is a structure of composition C43H43MoN3O4, with properties calculated with the ωB97M-V functional and the def2-TZVPD basis.

Geometry as ORCA input:
```
! wB97M-V def2-TZVPD RIJCOSX def2/J DEFGRID3
* xyz 0 3
Mo -0.69 1.13 1.10
O -2.60 4.11 3.32
C -2.27 3.12 2.71
O -1.11 2.90 2.14
C -3.23 1.95 2.56
C -4.50 1.85 3.09
C -5.21 0.67 2.84
C -4.65 -0.36 2.11
C -3.37 -0.19 1.62
N -2.73 0.96 1.83
C -2.53 -1.20 0.85
O -3.00 -2.28 0.56
O -1.31 -0.79 0.61
H -4.91 2.66 3.67
H -6.21 0.56 3.24
H -5.17 -1.29 1.92
C 1.92 3.13 5.08
C 1.37 2.21 4.00
C 0.18 1.40 4.54
C 2.39 1.26 3.43
C 3.41 0.74 4.22
C 4.33 -0.16 3.70
C 4.23 -0.56 2.38
C 3.23 -0.08 1.56
C 3.09 -0.58 0.13
C 2.51 -1.99 0.15
C 4.41 -0.53 -0.63
C 2.32 0.84 2.09
N 1.31 1.38 1.23
C 1.63 2.40 0.42
C 0.73 2.70 -0.62
N -0.37 1.92 -0.72
C -1.18 2.04 -1.90
C -2.24 2.95 -1.90
C -2.98 3.13 -3.07
C -2.68 2.41 -4.21
C -1.63 1.51 -4.19
C -0.85 1.30 -3.06
C 0.29 0.30 -3.20
C 0.23 -0.84 -2.20
C 1.68 0.94 -3.24
C -2.60 3.79 -0.69
C -4.04 3.53 -0.26
C -2.38 5.29 -0.95
C 1.26 3.83 -1.40
C 0.88 4.52 -2.51
C 1.72 5.57 -2.97
C 2.90 5.90 -2.36
C 3.33 5.18 -1.21
C 4.53 5.36 -0.48
C 4.81 4.56 0.60
C 3.94 3.52 1.02
C 2.77 3.33 0.34
C 2.48 4.17 -0.77
H 1.16 3.87 5.36
H 2.80 3.67 4.73
H 2.19 2.59 5.99
H 1.00 2.84 3.20
H 0.49 0.78 5.38
H -0.23 0.72 3.78
H -0.62 2.06 4.88
H 3.50 1.06 5.25
H 5.12 -0.54 4.33
H 4.95 -1.28 1.99
H 2.39 0.07 -0.39
H 3.15 -2.67 0.72
H 2.43 -2.39 -0.87
H 1.51 -2.01 0.59
H 5.14 -1.24 -0.24
H 4.86 0.46 -0.60
H 4.24 -0.79 -1.68
H -3.79 3.84 -3.07
H -3.26 2.56 -5.11
H -1.39 0.96 -5.09
H 0.14 -0.14 -4.19
H 0.49 -0.52 -1.19
H 0.94 -1.62 -2.49
H -0.76 -1.29 -2.16
H 1.99 1.31 -2.26
H 1.72 1.78 -3.94
H 2.41 0.20 -3.56
H -1.93 3.52 0.13
H -4.74 3.87 -1.03
H -4.27 4.08 0.66
H -4.23 2.47 -0.10
H -3.03 5.65 -1.75
H -1.35 5.49 -1.23
H -2.60 5.85 -0.05
H -0.04 4.29 -3.05
H 1.41 6.12 -3.85
H 3.51 6.70 -2.75
H 5.22 6.14 -0.77
H 5.73 4.71 1.14
H 4.22 2.90 1.86
*
```

<S²> = 2.2994
E_HOMO (spin up / spin down) = -7.384 / -7.184 eV
Max |F| = 0.85 eV/Å
HOMO-LUMO gap (spin up / spin down) = 0.24255 / 0.23486 hartree


No. 4
Below is a cluster of 7 separate species, C43H44BF6N5O4P in total, with properties calculated with the ωB97M-V functional and the def2-TZVPD basis.

Geometry as ORCA input:
```
! wB97M-V def2-TZVPD RIJCOSX def2/J DEFGRID3
* xyz 1 1
C 1.58 3.47 2.63
C 1.02 2.86 1.47
N 0.47 1.85 0.48
C 1.20 1.29 -0.73
N 2.58 1.54 -1.30
C 3.66 1.57 -0.24
C 5.16 1.13 -0.85
C 5.27 -0.51 -0.64
N 0.24 0.34 -1.43
C -1.06 0.32 -0.65
N -2.15 -0.42 -1.02
B -2.09 -1.24 -2.30
O -2.99 -1.02 -3.46
O -1.07 -2.30 -2.43
N -0.81 1.26 0.52
P -2.11 1.51 1.76
O -2.68 -0.06 2.24
O -3.42 2.41 0.98
H 1.97 3.89 3.67
H 2.62 2.36 -1.94
H 3.41 0.99 0.74
H 3.80 2.71 0.07
H 5.99 1.74 -0.29
H 5.25 1.44 -2.00
H 4.23 -0.97 -0.98
H 5.40 -0.69 0.52
H 6.18 -0.87 -1.28
H -3.02 -0.40 -0.45
H -3.96 -1.05 -3.20
H -1.50 -3.17 -2.14
H -2.72 -0.17 3.24
H -3.95 2.91 1.68
F -5.80 -1.75 -2.74
C -6.32 -2.56 -3.67
C -6.59 -2.05 -4.94
C -7.14 -2.89 -5.91
C -7.41 -4.23 -5.60
C -7.14 -4.72 -4.32
C -6.59 -3.89 -3.35
H -6.38 -1.01 -5.15
H -7.35 -2.51 -6.90
H -7.84 -4.88 -6.36
H -7.36 -5.76 -4.08
H -6.37 -4.26 -2.36
F -9.29 -8.02 -3.38
C -9.56 -7.46 -2.20
C -9.58 -8.24 -1.05
C -9.86 -7.65 0.18
C -10.13 -6.28 0.25
C -10.12 -5.50 -0.91
C -9.83 -6.09 -2.14
H -9.37 -9.30 -1.12
H -9.86 -8.25 1.09
H -10.35 -5.82 1.21
H -10.34 -4.44 -0.86
H -9.81 -5.50 -3.05
F 2.39 5.73 4.90
C 3.71 5.59 5.11
C 4.17 5.19 6.35
C 5.54 5.04 6.57
C 6.44 5.32 5.54
C 5.97 5.74 4.29
C 4.60 5.87 4.07
H 3.45 4.98 7.15
H 5.90 4.72 7.54
H 7.51 5.22 5.71
H 6.67 5.96 3.49
H 4.22 6.18 3.11
F -8.98 -4.02 -7.92
C -9.02 -4.90 -8.92
C -9.47 -4.50 -10.17
C -9.50 -5.41 -11.22
C -9.09 -6.73 -11.01
C -8.64 -7.13 -9.75
C -8.60 -6.21 -8.70
H -9.79 -3.47 -10.32
H -9.84 -5.10 -12.21
H -9.12 -7.45 -11.82
H -8.33 -8.16 -9.58
H -8.25 -6.50 -7.72
F 6.29 0.48 2.47
C 7.61 0.35 2.68
C 8.07 -0.06 3.93
C 9.44 -0.20 4.15
C 10.34 0.08 3.12
C 9.87 0.49 1.87
C 8.50 0.62 1.65
H 7.35 -0.26 4.72
H 9.80 -0.53 5.12
H 11.41 -0.03 3.29
H 10.57 0.71 1.07
H 8.12 0.94 0.68
F 10.25 6.16 6.78
C 9.90 7.31 7.36
C 10.78 8.39 7.32
C 10.41 9.60 7.93
C 9.18 9.70 8.57
C 8.31 8.61 8.61
C 8.67 7.41 8.00
H 11.73 8.29 6.82
H 11.09 10.45 7.89
H 8.90 10.64 9.05
H 7.35 8.70 9.12
H 8.00 6.56 8.01
*
```

Energy relative to the best compared isomer or geometry (same formula, charge and spin) = 10.378 eV
E_HOMO = -10.458 eV
Max |F| = 10.46 eV/Å
HOMO-LUMO gap = 0.24359 hartree


No. 5
Below is a structure of composition C43H44CdIN3O2P3S3, with properties calculated with the ωB97M-V functional and the def2-TZVPD basis.

Geometry as ORCA input:
```
! wB97M-V def2-TZVPD RIJCOSX def2/J DEFGRID3
* xyz -2 2
Cd -0.32 -0.48 -0.38
C 2.35 1.87 -1.43
P 0.96 3.05 -0.99
C 1.88 4.63 -1.29
C 1.88 5.38 -2.47
C 2.58 6.58 -2.54
C 3.31 7.04 -1.45
C 3.34 6.29 -0.29
C 2.63 5.10 -0.21
C -0.16 3.01 -2.43
C -0.30 1.90 -3.26
C -1.32 1.84 -4.20
C -2.20 2.90 -4.35
C -2.06 4.02 -3.53
C -1.07 4.07 -2.57
C 2.64 0.89 -0.34
C 3.82 0.80 0.38
C 3.66 -0.24 1.32
C 2.40 -0.75 1.12
C 1.70 -1.85 1.85
P 0.14 -1.11 2.56
C 0.93 -0.17 3.92
C 0.91 1.22 3.79
C 1.54 2.02 4.73
C 2.18 1.45 5.81
C 2.22 0.06 5.94
C 1.61 -0.74 4.99
C -0.64 -2.57 3.36
C -0.98 -2.67 4.71
C -1.77 -3.73 5.15
C -2.22 -4.69 4.27
C -1.86 -4.61 2.93
C -1.08 -3.56 2.48
N 1.75 -0.05 0.13
H 2.11 1.35 -2.36
H 3.23 2.48 -1.60
H 1.34 5.03 -3.33
H 2.57 7.15 -3.46
H 3.83 7.99 -1.51
H 3.92 6.63 0.56
H 2.65 4.51 0.70
H 0.38 1.05 -3.19
H -1.42 0.96 -4.82
H -2.99 2.86 -5.08
H -2.75 4.85 -3.63
H -1.00 4.91 -1.90
H 4.70 1.41 0.24
H 4.39 -0.58 2.04
H 1.39 -2.64 1.17
H 2.32 -2.26 2.65
H 0.39 1.66 2.94
H 1.53 3.10 4.62
H 2.68 2.07 6.55
H 2.74 -0.38 6.78
H 1.67 -1.82 5.08
H -0.66 -1.92 5.42
H -2.04 -3.79 6.20
H -2.86 -5.49 4.62
H -2.22 -5.35 2.23
H -0.86 -3.47 1.42
C -5.73 -2.20 -0.43
C -5.37 -1.51 0.88
O -4.47 -0.43 0.66
P -2.93 -0.52 1.20
S -2.21 1.30 0.73
S -2.15 -2.01 -0.68
O -3.42 -0.40 2.86
C -2.79 0.42 3.82
C -3.83 0.93 4.81
H -6.48 -2.98 -0.25
H -4.83 -2.64 -0.86
H -6.12 -1.47 -1.13
H -4.95 -2.23 1.60
H -6.27 -1.08 1.33
H -2.30 1.26 3.33
H -2.04 -0.14 4.37
H -4.65 1.43 4.28
H -3.36 1.64 5.50
H -4.26 0.10 5.38
I 3.40 -7.75 -1.24
C 2.41 -5.92 -1.37
C 2.52 -4.99 -2.38
N 1.73 -3.97 -2.04
N 1.14 -4.16 -0.86
C 1.53 -5.35 -0.43
H 3.10 -5.01 -3.29
H 1.65 -3.02 -2.55
H 1.19 -5.75 0.51
S 1.78 -1.13 -3.32
C 1.07 -1.02 -4.91
C 0.93 0.23 -5.54
C 0.35 0.35 -6.79
C -0.11 -0.78 -7.46
C 0.04 -2.02 -6.87
C 0.62 -2.15 -5.62
H 1.29 1.11 -5.02
H 0.24 1.33 -7.24
H -0.59 -0.68 -8.43
H -0.32 -2.91 -7.39
H 0.73 -3.13 -5.17
*
```

Energy relative to the best compared isomer or geometry (same formula, charge and spin) = 1.819 eV
<S²> = 0.7581
E_HOMO (spin up / spin down) = -1.210 / -2.229 eV
Max |F| = 1.07 eV/Å
HOMO-LUMO gap (spin up / spin down) = 0.17026 / 0.20770 hartree